Formula: O2P2S2
Source: the Open Molecules 2025 dataset
Level of theory: the ωB97M-V functional and the def2-TZVPD basis

As for the spin multiplicity: 1. As for the HOMO-LUMO gap: 5.17 eV. The molar mass is 158.08 g/mol. The LUMO energy is 0.223 hartree. As for the total energy: -1629.662742 Ha. Its charge is -2. The SMILES is O=[P@]1([O-])SP1[S-].

Geometry (Å):
S: 0.484051 0.559053 2.535894
S: 0.557692 -1.704176 -0.003741
P: 1.188487 0.167388 0.746111
P: -0.382729 0.182202 -0.721393
O: -1.939604 0.269210 -0.477290
O: 0.092103 0.526323 -2.079582

Cartesian forces, eV/Å:
S -0.499 0.259 1.832
S -0.618 -1.393 -0.507
P 1.000 1.281 -0.699
P -3.819 -0.216 0.588
O 3.447 -0.231 -0.069
O 0.489 0.301 -1.146

---

Formula: C3H3Cl2NO
Source: the Open Molecules 2025 dataset
Level of theory: the ωB97M-V functional and the def2-TZVPD basis

As for the spin multiplicity: 1. As for the HOMO-LUMO gap: 9.12 eV. The molar mass is 139.97 g/mol. The LUMO energy is 0.000 hartree. As for the total energy: -1166.381968 Ha. Its charge is 0. The SMILES is N=C=C(Cl)Cl.C=O.

Geometry (Å):
Cl: 0.090642 -1.466694 -3.049517
Cl: 1.160216 -2.934786 -0.741550
O: -0.446609 0.979992 0.572585
N: -2.097364 -1.070211 -0.169176
C: -1.051701 -1.428802 -0.648981
C: 0.600582 0.654995 0.103047
C: -0.002099 -1.756011 -1.303296
H: -2.345352 -0.211826 0.368043
H: 1.158654 -0.329407 0.448462
H: 0.836572 0.974271 -0.928950

Cartesian forces, eV/Å:
Cl -0.134 0.148 0.885
Cl -0.337 0.496 0.137
O -0.249 0.958 1.170
N -0.564 -0.166 0.353
C -2.569 1.430 1.177
C 0.197 -2.992 -1.154
C 2.271 -1.690 -2.234
H 1.022 -0.790 -0.669
H -0.335 2.132 0.056
H 0.697 0.472 0.278

---

Formula: C5H10O
Source: the Open Molecules 2025 dataset
Level of theory: the ωB97M-V functional and the def2-TZVPD basis

As for the spin multiplicity: 1. As for the HOMO-LUMO gap: 9.63 eV. The molar mass is 86.13 g/mol. The LUMO energy is 0.032 hartree. As for the total energy: -271.729848 Ha. Its charge is 0. The SMILES is C=C(O)C(C)C.

Geometry (Å):
O: 1.500107 0.911453 0.838847
C: 1.057733 0.004496 -0.075342
C: -1.290992 0.202395 -0.935846
C: -0.386188 -0.407002 0.142458
C: 1.827679 -0.443033 -1.067309
C: -0.893948 -0.060538 1.542499
H: -0.413859 -1.496635 0.025556
H: -1.265451 1.297054 -0.891970
H: -2.328435 -0.120397 -0.792912
H: -0.974865 -0.102127 -1.937865
H: -1.910133 -0.447566 1.679703
H: -0.914911 1.023809 1.690746
H: 1.457179 -1.169672 -1.776669
H: 2.421160 1.118673 0.629937
H: -0.252641 -0.489213 2.317752
H: 2.842504 -0.082364 -1.209528

Cartesian forces, eV/Å:
O 0.167 0.180 0.033
C 0.023 -0.189 -0.246
C -0.043 0.049 -0.080
C -0.003 -0.092 -0.014
C -0.046 0.012 0.031
C 0.002 0.013 0.063
H -0.011 0.101 -0.002
H 0.003 -0.130 0.018
H 0.142 0.050 0.009
H -0.022 0.049 0.140
H 0.172 0.059 -0.047
H -0.014 -0.157 -0.013
H -0.037 0.019 0.058
H -0.154 0.028 0.085
H -0.096 0.051 -0.083
H -0.083 -0.042 0.049

---

Formula: C6H6AgO3
Source: the Open Molecules 2025 dataset
Level of theory: the ωB97M-V functional and the def2-TZVPD basis

As for the spin multiplicity: 1. As for the HOMO-LUMO gap: 2.89 eV. The molar mass is 233.98 g/mol. The LUMO energy is -0.001 hartree. As for the total energy: -604.597507 Ha. Its charge is -1.

Geometry (Å):
Ag: 1.980290 -3.515932 2.766587
O: 0.277219 2.049391 -2.443950
O: 0.808352 -1.355483 2.387142
O: 1.802304 4.364303 -0.148693
C: 0.323694 -0.838520 0.060776
C: 0.766412 0.667145 -1.848675
C: 0.394345 -0.371298 1.524878
C: 1.233744 3.805516 -1.054690
C: -0.073818 0.250793 -0.897907
C: 0.518762 3.389513 -2.030456
H: 1.309226 -1.240858 -0.227990
H: -0.383592 -1.685512 0.011196
H: -0.680602 1.980192 -2.581163
H: -0.612967 0.024283 1.798500
H: -1.053494 0.721299 -0.735288
H: 1.062869 0.521430 1.550914

Cartesian forces, eV/Å:
Ag -1.026 2.040 -0.787
O -1.301 -0.648 -0.935
O 0.529 -1.674 1.575
O -0.134 -0.056 -0.684
C -0.229 -0.543 -0.545
C 1.427 -0.153 0.959
C 0.480 0.394 -0.944
C -0.017 -0.515 0.651
C -0.215 0.467 -0.226
C 0.245 0.799 0.371
H -0.210 0.231 0.095
H 0.076 0.099 0.147
H 0.144 0.161 -0.010
H 0.202 -0.396 0.090
H 0.152 0.192 0.254
H -0.121 -0.397 -0.013

---

Formula: CH2N4O
Source: the Open Molecules 2025 dataset
Level of theory: the ωB97M-V functional and the def2-TZVPD basis

As for the spin multiplicity: 1. As for the HOMO-LUMO gap: 9.79 eV. The molar mass is 86.05 g/mol. The LUMO energy is 0.001 hartree. As for the total energy: -333.433206 Ha. Its charge is 0. The SMILES is Nc1nnon1.

Geometry (Å):
O: 0.710099 -0.100471 1.912330
N: 0.653890 -1.390799 1.368053
N: -0.403897 0.560256 -1.169989
N: 0.307368 0.804202 0.927654
N: 0.354816 -1.314351 0.100487
C: 0.056777 -0.002146 -0.072769
H: -1.093820 1.493966 -1.297931
H: -0.585233 -0.050657 -1.767835

Cartesian forces, eV/Å:
O -0.752 -1.337 -1.462
N 0.650 1.252 -1.401
N -1.447 8.863 2.224
N 0.473 -1.972 1.393
N -0.208 0.085 3.303
C 0.491 2.976 1.665
H 2.942 -3.657 1.339
H -2.150 -6.211 -7.061

---

Formula: C36H31F2OSi
Source: the Open Molecules 2025 dataset
Level of theory: the ωB97M-V functional and the def2-TZVPD basis

As for the spin multiplicity: 1. As for the HOMO-LUMO gap: 4.16 eV. The molar mass is 545.73 g/mol. The LUMO energy is -0.233 hartree. As for the total energy: -1954.654081 Ha. Its charge is +1.

Geometry (Å):
Si: 3.195178 2.087862 6.510071
F: -3.419549 2.199431 0.745837
F: 2.914249 2.179781 0.749628
O: 1.743202 1.426536 5.960294
C: 5.364658 0.577263 5.564470
C: 5.583484 -0.956620 7.848704
C: 4.521108 0.801120 6.629796
C: 3.423605 -1.418430 0.812167
C: -1.570567 -0.966661 0.828022
C: 1.498053 3.920018 9.737323
C: 1.728825 0.078533 5.671267
C: -1.874636 0.409274 0.867349
C: 4.630283 0.039466 7.771928
C: 3.692588 -0.065032 0.780043
C: 3.721757 3.400095 5.325430
C: -3.170218 0.867691 0.793538
C: 2.534269 4.004929 10.646407
C: 1.351040 0.400256 0.737330
C: 3.799747 4.235191 3.092404
C: -3.958080 -1.393933 0.747421
C: 2.394362 -0.541373 4.466990
C: 4.461555 4.477116 5.762166
C: 3.390649 3.274709 3.996460
C: 1.037185 -0.972811 0.797874
C: 3.784914 3.524130 10.313551
C: 2.128717 -1.867932 0.829240
C: 4.535783 5.320381 3.525571
C: 2.652142 0.848998 0.748580
C: 1.710704 3.344205 8.499558
C: 4.867493 5.441405 4.861171
C: 1.152254 -0.879312 6.427005
C: 3.996108 2.955439 9.073010
C: 2.457822 -2.050422 4.758414
C: 6.306321 -0.430535 5.630531
C: -4.216024 -0.038390 0.731201
C: 2.955268 2.857714 8.174584
C: -0.268333 -1.532377 0.816476
C: -2.668011 -1.854943 0.790543
C: 1.402164 -2.245754 5.863038
C: 6.415950 -1.197369 6.773778
H: 0.639535 -0.669362 7.348169
H: 6.948259 -0.625123 4.786788
H: 4.239994 -2.119959 0.816462
H: 0.467157 -2.642002 5.448360
H: -0.271527 -2.610130 0.804222
H: 1.802730 -0.326539 3.571527
H: 3.546185 4.127897 2.050831
H: 2.274953 -2.670645 3.871083
H: 4.849734 6.074401 2.822640
H: 3.453967 -2.311019 5.137282
H: 3.381969 -0.103460 4.300208
H: 4.703013 0.300472 0.764606
H: 4.594021 3.588011 11.022977
H: -1.116486 1.149303 1.003770
H: 3.969981 0.234885 8.600223
H: 0.592866 1.146843 0.638420
H: 4.714215 4.552223 6.806447
H: 2.366257 4.445502 11.615394
H: 1.737156 -2.947429 6.637310
H: 0.916914 3.266564 7.775092
H: 0.522946 4.301181 9.992332
H: 5.276733 1.194048 4.685835
H: 5.443073 6.286992 5.201365
H: 1.936953 -2.925755 0.862863
H: 5.676408 -1.545792 8.746564
H: 7.146656 -1.987702 6.825178
H: -5.221394 0.337640 0.669890
H: 4.969220 2.584769 8.796734
H: 2.808417 2.426426 3.677704
H: -4.780478 -2.088788 0.720569
H: -2.485143 -2.914751 0.799397

Cartesian forces, eV/Å:
Si 0.024 0.339 0.281
F 0.237 -1.179 0.197
F -0.277 -1.215 -0.164
O 0.441 -0.642 -0.500
C 0.420 -0.216 -0.146
C -0.011 -0.166 0.335
C -0.799 0.622 -0.122
C 0.143 -0.133 -0.002
C -0.203 0.090 0.117
C -0.349 0.129 -0.014
C -0.629 -1.213 1.188
C 0.018 0.767 0.121
C 0.143 -0.390 0.279
C 0.263 0.435 -0.012
C -0.500 -0.767 0.490
C 0.405 0.251 -0.210
C -0.071 0.053 0.135
C -0.024 0.819 -0.097
C -0.086 -0.116 -0.381
C -0.183 -0.178 0.011
C 0.376 0.600 -0.566
C 0.211 0.299 -0.035
C 0.073 0.231 -0.500
C 0.159 0.060 -0.081
C 0.316 0.031 0.158
C -0.383 -0.307 0.028
C 0.040 0.118 -0.114
C -0.411 0.218 0.199
C -0.387 0.233 0.293
C 0.205 0.211 0.168
C 0.903 1.151 -0.679
C 0.238 0.117 0.318
C 0.037 0.376 0.246
C 0.153 -0.036 -0.353
C -0.265 0.468 -0.055
C -0.018 -0.657 -0.911
C 0.044 0.617 0.004
C 0.401 -0.287 -0.020
C -0.445 -0.465 0.242
C 0.087 -0.172 -0.001
H -0.190 -0.071 0.186
H 0.185 -0.011 -0.115
H 0.108 -0.107 0.045
H 0.056 -0.180 0.036
H 0.007 -0.320 0.043
H -0.107 0.058 -0.159
H -0.025 0.100 -0.178
H -0.005 0.159 0.192
H 0.052 0.120 -0.116
H -0.179 0.099 -0.034
H -0.073 -0.081 -0.106
H 0.302 0.080 0.025
H 0.130 0.036 0.112
H 0.171 0.243 -0.066
H -0.099 -0.077 0.234
H -0.144 0.231 0.037
H 0.079 0.168 0.219
H -0.026 0.071 0.152
H -0.108 0.070 -0.182
H -0.305 0.021 -0.026
H -0.163 0.073 0.075
H 0.102 0.136 -0.267
H 0.086 0.146 0.027
H -0.061 -0.265 0.023
H 0.022 -0.118 0.134
H 0.149 -0.106 0.021
H -0.282 0.058 0.015
H 0.256 -0.087 0.085
H -0.206 -0.184 -0.192
H -0.090 -0.094 -0.016
H 0.064 -0.264 -0.053

---

Formula: C14H22Cl4O9
Source: the Open Molecules 2025 dataset
Level of theory: the ωB97M-V functional and the def2-TZVPD basis

As for the spin multiplicity: 1. As for the HOMO-LUMO gap: 11.01 eV. The molar mass is 476.13 g/mol. The LUMO energy is 0.017 hartree. As for the total energy: -3064.634442 Ha. Its charge is 0. The SMILES is C[C@H]1COC(=O)O1.C[C@H]1COC(=O)O1.C[C@H]1COC(=O)O1.ClCCl.ClCCl.

Geometry (Å):
Cl: 4.873406 3.782745 -1.999141
Cl: 1.336445 -2.901608 -1.098734
Cl: 0.157703 -0.981948 -2.934423
Cl: 1.981857 3.762097 -1.516860
O: -2.524145 1.846465 -0.079377
O: 2.516894 0.762708 0.701952
O: -0.403295 1.453327 0.593623
O: 2.537702 -0.229350 2.717387
O: -2.563667 -3.760096 -1.854300
O: -3.166910 -4.826522 -0.002222
O: 2.989344 1.941314 2.547741
O: -0.838718 2.084853 -1.514286
O: -2.758364 -6.005749 -1.873699
C: -2.755431 -3.532608 0.455184
C: -2.384700 -2.776574 -0.832542
C: -2.806837 -4.974288 -1.302720
C: 2.649232 0.818553 1.878114
C: -1.183233 1.763386 -0.248045
C: 3.534405 2.975353 -1.195886
C: -3.134362 2.342196 -1.268842
C: -1.986121 2.460209 -2.281865
C: 1.290627 -1.225957 -1.615167
C: 3.161255 1.654170 3.939187
C: 2.777134 0.162879 4.068800
C: -2.105916 1.553669 -3.490925
C: 3.835762 -0.721362 4.688044
C: -3.249973 -1.588263 -1.132352
H: 2.507300 2.301761 4.517672
H: 3.649144 -1.756672 4.394745
H: 4.846886 -0.453011 4.386442
H: 1.013823 -0.569490 -0.797948
H: -2.355381 0.525731 -3.225739
H: -3.586099 -3.099802 1.009399
H: 3.471924 1.944231 -1.522030
H: -1.891652 3.482724 -2.652512
H: 3.751347 -0.711128 5.775825
H: 4.198168 1.838252 4.222415
H: 2.289222 -0.930102 -1.919010
H: -1.896060 -3.641588 1.117036
H: -3.620767 3.294730 -1.066360
H: 1.867384 0.094759 4.667779
H: -3.002805 -0.751822 -0.464549
H: -3.899341 1.633752 -1.589802
H: -2.860572 1.914986 -4.195000
H: -1.358071 -2.423159 -0.769169
H: -1.156643 1.537645 -4.026437
H: -3.111668 -1.266309 -2.162386
H: 3.675058 2.954499 -0.122281
H: -4.311294 -1.759588 -0.926735

Cartesian forces, eV/Å:
Cl 0.150 0.043 -0.016
Cl 0.042 -0.271 0.201
Cl -0.118 0.008 -0.299
Cl 0.058 0.009 -0.036
O 0.179 0.068 0.065
O -0.013 -0.118 -0.409
O -0.216 -0.189 0.094
O -0.245 0.022 -0.069
O 0.628 -0.210 0.074
O 0.443 0.016 0.019
O -0.022 -0.066 0.118
O -0.114 0.192 0.209
O -0.114 -0.417 -0.329
C -0.079 -0.199 -0.029
C -0.563 0.339 0.438
C -0.245 0.613 0.323
C 0.275 0.050 0.401
C 0.133 0.210 -0.342
C -0.334 -0.362 0.325
C -0.255 -0.060 -0.192
C -0.398 -0.337 -0.454
C 0.399 0.605 0.290
C -0.024 -0.205 -0.053
C 0.327 0.507 0.462
C 0.035 -0.104 -0.253
C -0.176 -0.429 0.073
C -0.549 0.705 0.456
H -0.013 0.057 -0.042
H 0.029 0.059 -0.070
H -0.001 0.055 -0.033
H -0.189 -0.173 0.173
H 0.023 0.082 0.129
H 0.006 0.136 -0.071
H 0.003 0.081 -0.249
H 0.326 0.056 0.351
H 0.151 0.227 -0.007
H 0.000 0.021 -0.096
H -0.045 -0.155 -0.256
H -0.037 -0.071 0.018
H 0.097 0.043 0.139
H -0.222 -0.252 -0.397
H 0.270 -0.121 -0.158
H 0.070 -0.055 -0.003
H -0.043 0.086 0.193
H 0.202 -0.433 -0.367
H 0.017 0.017 0.035
H -0.034 -0.024 -0.017
H 0.143 0.273 -0.010
H 0.043 -0.331 -0.329

---

Formula: C6H14O
Source: the Open Molecules 2025 dataset
Level of theory: the ωB97M-V functional and the def2-TZVPD basis

As for the spin multiplicity: 1. As for the HOMO-LUMO gap: 11.22 eV. The molar mass is 102.18 g/mol. The LUMO energy is 0.038 hartree. As for the total energy: -312.220274 Ha. Its charge is 0. The SMILES is C1CCCC1.CO.

Geometry (Å):
O: 1.979615 -1.516328 0.313389
C: 0.293880 0.815576 -0.493923
C: -0.386313 1.488546 0.703683
C: 2.749976 -1.470995 -0.865845
C: -0.665076 -0.347615 -0.907618
C: -1.902012 -0.213557 -0.007209
C: -1.870123 1.245346 0.443344
H: 1.307120 0.523255 -0.224131
H: 3.572951 -0.767665 -0.715250
H: -0.937376 -0.250217 -1.958516
H: -2.511317 1.451845 1.302587
H: 2.181696 -1.135420 -1.745374
H: 3.156190 -2.463127 -1.082243
H: 1.060981 -1.431426 0.043364
H: -0.084626 0.987357 1.633347
H: -2.193988 1.884700 -0.386441
H: -0.277300 -1.369560 -0.837695
H: -1.809174 -0.870523 0.864421
H: -2.823352 -0.492722 -0.522241
H: -0.112041 2.544223 0.799305
H: 0.378635 1.518517 -1.328173

Cartesian forces, eV/Å:
O -0.094 -0.228 0.173
C 0.020 0.063 -0.078
C -0.006 0.042 0.057
C 0.352 -0.044 -0.283
C 0.038 0.020 -0.123
C -0.107 0.021 0.069
C -0.116 0.141 0.041
H -0.167 -0.057 -0.178
H 0.036 -0.095 -0.074
H -0.044 0.105 -0.015
H 0.027 -0.019 -0.047
H 0.008 -0.047 0.222
H 0.070 0.078 -0.068
H 0.108 -0.105 0.313
H -0.055 0.053 -0.127
H -0.048 0.001 0.088
H 0.105 0.118 -0.030
H 0.016 0.072 -0.042
H 0.036 0.042 0.034
H -0.103 -0.138 -0.021
H -0.076 -0.025 0.087

---

- HOMO-LUMO gap of number 7 (C14H22Cl4O9)?
  11.01 eV

---

- Which formula does entry 7 have?
  C14H22Cl4O9

---

Copy entry 5 word for word.
Formula: CH2N4O
Source: the Open Molecules 2025 dataset
Level of theory: the ωB97M-V functional and the def2-TZVPD basis

As for the spin multiplicity: 1. As for the HOMO-LUMO gap: 9.79 eV. The molar mass is 86.05 g/mol. The LUMO energy is 0.001 hartree. As for the total energy: -333.433206 Ha. Its charge is 0. The SMILES is Nc1nnon1.

Geometry (Å):
O: 0.710099 -0.100471 1.912330
N: 0.653890 -1.390799 1.368053
N: -0.403897 0.560256 -1.169989
N: 0.307368 0.804202 0.927654
N: 0.354816 -1.314351 0.100487
C: 0.056777 -0.002146 -0.072769
H: -1.093820 1.493966 -1.297931
H: -0.585233 -0.050657 -1.767835

Cartesian forces, eV/Å:
O -0.752 -1.337 -1.462
N 0.650 1.252 -1.401
N -1.447 8.863 2.224
N 0.473 -1.972 1.393
N -0.208 0.085 3.303
C 0.491 2.976 1.665
H 2.942 -3.657 1.339
H -2.150 -6.211 -7.061

---

- Which value of charge does entry 2 give?
  0